10
Properties=species:S:1:pos:R:3:forces:R:3 method="wB97M-V/def2-TZVPD" homo_ev=-10.46 homo_lumo_gap_ev=9.05 e_above_lowest_kcal_mol=102.90 mol_weight_da=114.064 e_lumo_ev=-1.41
O 2.26551 -1.16868 -0.13356 -1.8 1.2 -1.0
C 1.17633 -0.58019 -0.09867 5.3 -1.4 2.9
N 0.00908 -1.19899 -0.08300 -3.8 -2.0 -0.9
C -1.08942 -0.53927 -0.16804 2.0 0.2 3.3
O -2.37799 -0.89750 0.26660 3.0 5.0 -3.9
N -0.95368 0.87770 -0.33841 1.2 1.0 -0.7
N 0.17968 1.47237 -0.13998 -1.6 -0.7 1.2
N 1.20043 0.73886 0.45192 -0.7 0.3 -3.0
H -2.58365 0.12699 -0.13567 -1.5 -3.2 1.9
H 2.17371 1.16872 0.37880 -2.0 -0.4 0.1

10
Properties=species:S:1:pos:R:3:forces:R:3 method="wB97M-V/def2-TZVPD" homo_ev=-10.46 homo_lumo_gap_ev=9.72 e_above_lowest_kcal_mol=129.92 mol_weight_da=114.064 e_lumo_ev=-0.75
H 1.52921 -2.20030 0.04706 0.2 0.1 0.3
N 1.51237 -1.18523 0.16134 1.8 -1.6 0.6
C 0.44145 -0.77348 -0.24268 -1.6 3.2 -0.8
N -0.67633 -1.39298 -0.85189 0.0 -1.3 0.6
N -1.48626 -0.56493 -1.22113 -0.9 -0.9 -1.6
O -1.02642 0.69308 -1.08747 -1.2 1.3 0.8
N 0.05231 0.63411 -0.26096 2.8 -1.3 -1.1
C -0.07215 1.43879 0.85708 1.7 1.2 2.7
O 0.87323 1.95265 1.46973 -3.0 -1.7 -1.9
H -1.14740 1.39828 1.12891 0.3 1.1 0.4

10
Properties=species:S:1:pos:R:3:forces:R:3 method="wB97M-V/def2-TZVPD" homo_ev=-10.88 homo_lumo_gap_ev=11.01 e_above_lowest_kcal_mol=124.65 mol_weight_da=114.064 e_lumo_ev=0.13
C -0.08500 0.02913 -0.14486 5.4 -1.2 1.7
C -1.92253 0.68912 -0.06390 -1.7 5.2 0.9
H -2.84156 1.39120 0.06923 1.7 -1.7 -0.6
H -2.68479 -1.34608 0.05085 1.2 2.1 0.4
N 1.39035 -0.01404 -0.04403 -0.6 2.1 0.5
N -0.63608 1.17769 -0.10268 -4.5 0.5 -1.0
N -1.91750 -0.60021 0.09863 -4.0 -3.4 0.1
N -0.71121 -1.08638 0.12024 1.2 -0.5 -1.3
O 1.82679 -1.10209 -0.10600 1.8 -2.6 -0.4
O 2.00978 1.01535 0.18442 -0.6 -0.5 -0.4

10
Properties=species:S:1:pos:R:3:forces:R:3 method="wB97M-V/def2-TZVPD" homo_ev=-9.99 homo_lumo_gap_ev=9.26 e_above_lowest_kcal_mol=112.84 mol_weight_da=114.064 e_lumo_ev=-0.73
H -1.61179 1.25295 -2.28226 -0.5 0.2 -0.4
N -0.89237 0.77787 -1.76654 -1.8 -0.3 1.9
C -1.31236 0.40226 -0.60403 1.9 0.9 -1.4
N -0.16543 -0.12651 0.10921 -4.1 -0.7 0.8
N -0.34393 -0.72630 1.25818 0.4 1.1 -0.7
N 0.79019 -0.97152 1.76000 1.1 -0.8 1.2
C 1.79723 -0.54656 0.92704 1.4 0.2 -1.8
O 2.99074 -0.50656 0.91048 -1.7 -0.2 0.6
O 1.06690 -0.07984 -0.32134 1.0 0.2 1.2
H -2.31918 0.52421 0.00926 2.3 -0.5 -1.3

10
Properties=species:S:1:pos:R:3:forces:R:3 method="wB97M-V/def2-TZVPD" homo_ev=-9.26 homo_lumo_gap_ev=7.23 e_above_lowest_kcal_mol=84.50 mol_weight_da=130.132 e_lumo_ev=-2.03
S -3.13660 -0.10030 0.06351 -0.8 -0.4 0.1
N -1.69489 -0.88428 -0.01471 -0.6 -0.6 0.3
C -0.58001 -0.40241 -0.19922 3.0 -1.7 -1.0
N -0.18253 0.90535 -0.42777 3.4 0.5 1.7
N 1.06764 1.15433 -0.12696 -1.9 0.9 -1.6
C 2.01340 0.17786 0.19681 0.0 -1.7 2.4
N 1.76665 -1.10785 0.16298 -0.8 1.6 -1.4
O 0.49939 -1.38489 -0.42762 -0.3 1.0 1.2
H -2.76399 1.16411 0.03547 0.3 0.8 -0.1
H 3.01093 0.47808 0.73751 -2.2 -0.4 -1.5

10
Properties=species:S:1:pos:R:3:forces:R:3 method="wB97M-V/def2-TZVPD" homo_ev=-9.98 homo_lumo_gap_ev=9.58 e_above_lowest_kcal_mol=55.33 mol_weight_da=110.080 e_lumo_ev=-0.40
C -0.29240 0.48246 0.36792 -0.1 -3.7 1.0
C 0.45800 -0.43279 -0.35246 1.4 0.2 0.7
H -0.67658 2.54974 -0.27772 -0.7 -5.0 -1.5
H 0.83614 -2.45286 0.44496 -0.3 1.1 -0.3
N -0.26999 -1.28623 1.67588 -0.6 4.0 -3.0
N -0.77747 0.00456 1.55687 1.5 -2.6 -0.2
N -0.68367 1.28221 -0.59011 -1.0 9.7 0.0
N 0.06388 1.20502 -1.70635 3.2 -2.1 0.7
N 0.95269 0.16772 -1.59435 -4.6 0.0 1.6
N 0.38940 -1.51982 0.47537 1.2 -1.6 1.1

13
Properties=species:S:1:pos:R:3:forces:R:3 method="wB97M-V/def2-TZVPD" homo_ev=-9.68 homo_lumo_gap_ev=7.43 mol_weight_da=174.145 e_lumo_ev=-2.25
C 1.77848 -1.37481 -0.45853 -0.2 -5.3 -3.0
C 1.55942 -0.08432 -0.01911 -0.4 3.6 0.3
N 2.38492 -2.28683 -1.01845 -0.5 3.5 2.0
N 1.79188 -3.19772 -1.87855 3.2 -2.2 -1.4
N 0.57378 -3.18687 -1.90931 -2.5 -1.5 -0.8
N -0.00547 -2.34585 -1.21466 1.2 3.5 2.6
N 0.54702 0.23042 0.76269 1.3 2.2 1.5
N -1.33747 -2.30425 -0.88075 0.7 1.0 -0.4
O -1.59105 -1.23705 -0.34655 -0.8 -0.2 0.3
O -2.05749 -3.21211 -1.10248 -1.0 -1.1 -0.3
S 2.42668 1.14670 -0.65070 1.4 0.0 -0.5
H -0.15583 -0.37869 0.92483 -2.7 -2.4 0.7
H 0.49059 1.15548 1.23019 0.3 -1.0 -1.0

8
Properties=species:S:1:pos:R:3:forces:R:3 method="wB97M-V/def2-TZVPD" homo_ev=-3.66 total_charge=-1 homo_lumo_gap_ev=7.82 e_above_lowest_kcal_mol=75.06 mol_weight_da=104.110 e_lumo_ev=4.15
C 0.09621 0.30342 0.13159 -1.9 -1.2 -1.2
C -1.47738 0.16532 0.10473 0.6 -2.5 0.1
N -0.58891 1.22019 0.57768 -0.4 2.7 0.9
O 1.98168 -0.08003 -1.55456 0.0 -0.3 0.4
O 2.05367 -1.29075 0.66265 -0.1 0.4 -0.5
S 1.89621 0.00100 -0.06835 0.6 -0.2 -0.1
H -2.20785 0.21475 -0.79531 1.7 0.3 1.4
H -1.75364 -0.53389 0.94157 -0.5 0.7 -1.1

8
Properties=species:S:1:pos:R:3:forces:R:3 method="wB97M-V/def2-TZVPD" homo_ev=-3.71 total_charge=-1 homo_lumo_gap_ev=7.88 e_above_lowest_kcal_mol=133.77 mol_weight_da=104.110 e_lumo_ev=4.17
O -1.73481 1.26024 -0.61262 1.2 0.1 -0.4
S -1.38773 -0.03651 -0.03090 -5.0 -1.9 3.1
O -2.71836 -0.75758 0.35227 3.6 1.1 -1.3
C 0.03360 -1.18440 -0.60648 -1.3 0.7 -0.3
C 1.14713 -0.30088 -0.39638 1.7 0.4 -2.2
N 0.92411 -0.90649 0.66823 1.2 -0.2 1.0
H -0.80691 0.09657 1.29664 -0.3 0.4 -1.3
H 1.94103 0.27871 -0.99444 -1.2 -0.5 1.5

9
Properties=species:S:1:pos:R:3:forces:R:3 method="wB97M-V/def2-TZVPD" homo_ev=-4.04 total_charge=-1 homo_lumo_gap_ev=7.54 e_above_lowest_kcal_mol=63.62 mol_weight_da=136.177 e_lumo_ev=3.50
O 2.62832 0.75163 0.28398 0.3 0.6 0.5
C 1.84546 -0.10658 0.06737 -2.5 -0.2 -1.5
S 1.88538 -1.74899 -0.34130 0.3 0.0 0.4
C 0.05402 0.48583 -0.15014 1.1 -2.8 1.2
S -0.53547 1.99100 -0.35569 -0.3 1.4 -0.2
N -0.82182 -0.50546 0.03906 -0.6 3.2 -0.8
O -2.19351 -0.28383 0.07607 0.1 3.2 -0.1
H -0.68991 -1.40862 0.31959 1.5 -2.6 0.6
H -2.17248 0.82501 0.06106 0.1 -2.7 -0.1

8
Properties=species:S:1:pos:R:3:forces:R:3 method="wB97M-V/def2-TZVPD" homo_ev=-4.50 total_charge=-1 homo_lumo_gap_ev=8.80 e_above_lowest_kcal_mol=75.10 mol_weight_da=88.042 e_lumo_ev=4.29
C 1.42837 -0.26118 -0.52375 0.2 3.0 1.1
N 0.64688 -0.89236 0.20450 -1.4 -2.3 0.7
O -0.19510 -0.09820 0.92558 -0.2 1.0 0.8
C -1.59034 0.29095 0.32936 1.3 2.1 1.3
O -1.90857 -0.45779 -0.52895 -1.3 -1.7 -2.0
O -1.98342 1.34106 0.83844 0.2 -0.9 0.1
H 2.27599 -0.77773 -0.88207 0.7 -0.4 -1.0
H 1.32620 0.85525 -0.36311 0.6 -0.9 -1.0

8
Properties=species:S:1:pos:R:3:forces:R:3 method="wB97M-V/def2-TZVPD" homo_ev=-4.73 total_charge=-1 homo_lumo_gap_ev=8.99 e_above_lowest_kcal_mol=6.86 mol_weight_da=88.042 e_lumo_ev=4.27
O -1.17999 0.56057 -1.94788 0.5 -0.3 -0.4
C -0.42610 0.58723 -0.97895 -1.1 0.5 -0.4
N -0.07330 -0.46224 -0.22885 0.7 0.0 0.7
C 0.44117 -0.31840 1.17626 0.0 0.0 -0.5
O -0.10013 0.59099 1.80957 0.1 0.2 0.1
O 1.30423 -1.15664 1.45776 0.0 -0.2 0.2
H -0.04975 1.56996 -0.65923 0.1 -0.2 0.5
H 0.08387 -1.37148 -0.62867 -0.3 0.0 -0.3

10
Properties=species:S:1:pos:R:3:forces:R:3 method="wB97M-V/def2-TZVPD" homo_ev="-4.40 / -4.32" total_charge=-1 homo_lumo_gap_ev="7.74 / 7.32" e_above_lowest_kcal_mol=68.34 mol_weight_da=152.176 e_lumo_ev="3.34 / 3.00"
C 0.73849 1.10696 -0.44706 4.0 -1.0 -0.6
C 1.17137 -0.25304 0.07920 -1.9 -0.6 -0.6
N -0.52315 1.48242 -0.38134 -1.2 1.2 -0.1
O 1.70184 1.75695 -0.95295 -1.9 -0.4 0.6
O -1.61434 -2.43099 -0.16214 -0.1 0.1 0.1
O -1.43799 0.20566 1.69811 -0.1 0.3 0.4
S -1.13429 -1.18211 -0.81714 1.2 0.2 0.1
S -1.69518 0.66283 0.31915 0.5 -0.7 -0.1
H 1.96076 -0.87139 -0.43425 -1.0 1.1 0.7
H 0.83251 -0.47730 1.09841 0.4 -0.2 -0.4

11
Properties=species:S:1:pos:R:3:forces:R:3 method="wB97M-V/def2-TZVPD" homo_ev=-0.33 total_charge=-2 homo_lumo_gap_ev=6.98 e_above_lowest_kcal_mol=0.00 mol_weight_da=151.014 e_lumo_ev=6.65
C 2.17317 0.82009 0.65259 2.3 0.4 1.0
C 0.90434 0.93300 -0.12936 -1.0 0.1 0.1
N 3.15357 1.03755 1.26232 -2.2 -0.7 -1.3
O -1.78388 -2.59270 -0.31396 0.5 2.3 0.4
O -1.77790 -0.69729 1.49452 0.6 -0.2 -1.1
O -1.74445 0.04412 -0.96152 -1.5 -1.2 1.1
O 0.99406 1.42491 -1.28472 -0.5 -1.1 2.0
O 0.28890 -1.12369 -0.07213 0.6 1.1 0.1
P -1.26617 -1.19412 0.13735 -0.9 -1.3 -0.1
H 0.05472 0.99444 0.64953 0.8 0.2 -1.6
H -0.99636 0.35369 -1.43462 1.2 0.2 -0.7

8
Properties=species:S:1:pos:R:3:forces:R:3 method="wB97M-V/def2-TZVPD" homo_ev="-8.16 / -8.16" homo_lumo_gap_ev="7.30 / 7.30" e_above_lowest_kcal_mol=0.00 mol_weight_da=119.085 e_lumo_ev="-0.86 / -0.86"
C -0.82280 -0.69984 -0.09599 4.3 3.9 0.5
C -0.72530 0.62509 0.09204 -1.5 2.2 0.2
N 1.93756 0.61352 -0.00979 1.3 0.1 0.2
O 0.30171 -1.39322 -0.39439 -0.2 -1.1 -0.5
P 0.78162 1.63651 -0.07428 -1.5 0.9 -0.4
S 1.81222 -0.93801 0.23025 -0.1 -1.4 0.2
H -1.67203 -1.20058 -0.02750 -3.6 -2.6 0.1
H -1.61297 1.35653 0.27966 1.2 -2.0 -0.2

8
Properties=species:S:1:pos:R:3:forces:R:3 method="wB97M-V/def2-TZVPD" homo_ev="-7.22 / -9.86" homo_lumo_gap_ev="7.65 / 7.96" e_above_lowest_kcal_mol=0.00 mol_weight_da=119.085 e_lumo_ev="0.42 / -1.90" multiplicity=3
C 0.74451 0.65172 0.29654 1.9 -1.5 -1.0
C 0.72927 -0.64797 -0.02385 -4.4 -1.6 0.9
N -1.86363 -0.45432 -0.45864 -0.5 0.1 -0.1
O -0.29813 1.39929 0.66182 -0.5 0.3 -0.6
P -0.80949 -1.73082 0.07229 1.1 1.8 -0.1
S -1.74722 1.06642 -0.29919 0.7 -0.2 0.7
H 1.77036 0.99737 0.10054 -0.7 1.5 0.7
H 1.47433 -1.28171 -0.34950 2.4 -0.3 -0.5

7
Properties=species:S:1:pos:R:3:forces:R:3 method="wB97M-V/def2-TZVPD" homo_ev="-15.13 / -15.13" total_charge=+1 homo_lumo_gap_ev="7.83 / 7.83" e_above_lowest_kcal_mol=62.61 mol_weight_da=88.111 e_lumo_ev="-7.30 / -7.30"
C -0.04621 -1.12239 -0.00290 -2.8 1.5 0.0
C -0.40768 1.12386 0.00087 -1.1 0.5 -0.1
N 0.34103 0.02359 -0.00032 0.7 -0.8 0.0
O -1.69730 0.97919 -0.00055 1.7 1.7 0.0
S -2.47739 -0.39852 0.00015 1.6 -2.2 0.0
H 0.16742 -2.16360 0.00943 0.2 -0.6 0.0
H 0.03093 2.11262 -0.00920 -0.3 0.1 0.0

8
Properties=species:S:1:pos:R:3:forces:R:3 method="wB97M-V/def2-TZVPD" homo_ev=-4.04 total_charge=-1 homo_lumo_gap_ev=7.46 e_above_lowest_kcal_mol=29.82 mol_weight_da=120.178 e_lumo_ev=3.42
C -0.36879 1.32692 -0.23982 -0.1 0.8 -1.3
C 1.02740 -0.61422 -0.11268 -1.3 1.9 1.0
N 0.76022 0.61560 -0.02037 1.2 -1.5 -0.2
O -0.54485 2.40104 0.29215 -0.6 -0.1 0.1
S 2.17903 -1.62874 0.31545 0.3 -0.9 -0.4
S -1.27752 -1.58645 -0.16896 0.4 -0.2 -1.1
H -0.98639 0.95407 -1.09740 0.0 0.1 0.8
H -0.78909 -1.46823 1.03163 0.1 -0.1 1.2

7
Properties=species:S:1:pos:R:3:forces:R:3 method="wB97M-V/def2-TZVPD" homo_ev="-6.81 / -8.28" homo_lumo_gap_ev="5.76 / 6.09" e_above_lowest_kcal_mol=3.61 mol_weight_da=103.086 e_lumo_ev="-1.05 / -2.19" multiplicity=3
C 0.52169 -0.14897 -0.24958 -0.1 -1.9 -0.6
C -0.56585 -0.84255 0.23488 0.2 -2.6 0.8
N 0.49463 1.14876 -0.42897 0.2 1.9 -0.3
P 0.68068 2.64787 -0.24059 0.0 0.0 0.2
S -1.86473 -0.20945 1.02622 -1.2 1.4 0.5
H 1.40332 -0.63125 -0.70508 -0.5 -0.1 0.5
H -0.66974 -1.96441 0.36312 1.4 1.3 -1.0

8
Properties=species:S:1:pos:R:3:forces:R:3 method="wB97M-V/def2-TZVPD" homo_ev=-9.15 homo_lumo_gap_ev=7.76 e_above_lowest_kcal_mol=24.48 mol_weight_da=122.170 e_lumo_ev=-1.38
O 1.39108 -0.09748 0.79395 1.6 -0.1 1.6
C 0.54044 -0.28061 -0.11994 -3.0 -0.2 -2.6
S 0.62832 -1.23048 -1.54285 -0.2 1.4 2.5
C -0.72111 0.61571 0.28472 -0.8 -0.5 -2.6
O -1.76059 0.49515 -0.62775 2.7 -2.1 1.1
S -0.70692 1.63339 1.50548 -0.1 0.3 0.4
H 2.07345 -0.76362 0.78426 0.9 -0.4 -0.3
H -1.44467 -0.37206 -1.07787 -1.0 1.6 -0.1